Entry from OMol25: 7 unconnected molecules or ions with the total composition C26H52Cl2O12S6 in a non-equilibrium geometry (ωB97M-V/def2-TZVPD).

Properties
- SMILES = O=S1(=O)CCCC1.O=S1(=O)CCCC1.O=S1(=O)CCCC1.O=S1(=O)CCCC1.O=S1(=O)CCCC1.O=S1(=O)CCCC1.ClCCCl
- energy above the lowest of the compared OMol25 structures with the same formula, charge and spin (kJ/mol) = 59.8
- electronic energy (Eh) = -5234.12136
- HOMO (eV) = -9.6
- LUMO level (Eh) = 0.0093

```
98
C26H52Cl2O12S6 (ωB97M-V/def2-TZVPD)
C 5.879 -0.558 -0.134
C 6.493 -0.403 1.321
C 5.669 -1.329 2.257
S 3.936 -1.017 1.661
O 3.305 0.134 2.327
O 3.187 -2.294 1.617
C 4.410 -0.400 -0.049
H 6.219 -1.511 -0.538
H 6.308 0.168 -0.826
H 6.277 0.600 1.691
H 7.537 -0.708 1.401
H 5.715 -1.234 3.341
H 5.785 -2.389 2.031
H 4.025 0.614 -0.156
H 3.937 -0.990 -0.835
C -1.346 5.252 -2.341
C -2.382 5.951 -1.514
C -3.199 4.754 -0.835
S -1.904 3.562 -0.250
O -2.359 2.216 -0.594
O -1.417 3.879 1.132
C -0.667 4.130 -1.474
H -0.613 5.897 -2.826
H -1.770 4.710 -3.186
H -2.985 6.560 -2.188
H -1.836 6.614 -0.843
H -3.603 4.250 -1.713
H -4.040 4.918 -0.162
H -0.427 3.258 -2.082
H 0.234 4.402 -0.923
C 0.756 -5.606 -0.789
C 0.829 -5.427 -2.367
C 2.330 -5.007 -2.678
S 2.485 -3.566 -1.522
O 1.786 -2.382 -1.949
O 3.884 -3.497 -1.191
C 1.526 -4.406 -0.216
H 1.254 -6.562 -0.626
H -0.244 -5.632 -0.358
H 0.127 -4.600 -2.475
H 0.480 -6.234 -3.011
H 2.669 -4.610 -3.635
H 3.184 -5.632 -2.417
H 0.854 -3.786 0.377
H 2.299 -4.704 0.493
C 1.063 3.098 2.895
C 1.697 3.752 1.634
C 3.144 4.119 2.048
S 2.974 4.635 3.870
O 2.836 6.046 3.935
O 4.050 3.991 4.605
C 1.338 3.948 4.157
H 1.393 2.067 3.016
H 0.007 2.866 2.752
H 1.138 4.654 1.386
H 1.771 3.028 0.823
H 3.802 4.833 1.551
H 3.573 3.117 2.053
H 0.693 4.821 4.057
H 1.283 3.477 5.138
C -2.300 0.493 -5.197
C -1.312 0.693 -4.034
C -0.165 -0.317 -4.168
S -0.895 -1.806 -5.117
O -1.038 -2.971 -4.249
O -0.153 -1.921 -6.371
C -2.563 -1.030 -5.291
H -1.907 0.882 -6.137
H -3.283 0.964 -5.209
H -1.822 0.489 -3.093
H -0.967 1.724 -3.952
H 0.374 -0.703 -3.303
H 0.541 0.122 -4.872
H -3.006 -1.373 -4.356
H -3.109 -1.379 -6.167
C -6.214 -2.793 4.281
C -4.786 -2.484 4.658
C -3.929 -2.382 3.374
S -5.048 -1.473 2.204
O -5.156 -2.243 0.948
O -4.688 -0.049 2.151
C -6.622 -1.710 3.242
H -6.911 -2.790 5.120
H -6.230 -3.749 3.757
H -4.397 -3.207 5.376
H -4.730 -1.554 5.223
H -3.679 -3.349 2.938
H -2.980 -1.882 3.568
H -7.495 -1.911 2.622
H -6.798 -0.726 3.677
Cl 0.894 0.693 -0.339
C 0.165 -0.744 0.403
C -1.263 -1.112 -0.111
Cl -1.681 -2.527 0.922
H 0.117 -0.538 1.472
H 0.812 -1.613 0.282
H -1.187 -1.285 -1.184
H -1.937 -0.273 0.064
```

Mulliken population analysis, charges in e, atoms 1 to 4: number 1, C, carries -0.766; number 2, C, carries -0.638; number 3, C, carries -0.842; number 4, S, carries 0.860

Entry from OMol25: a molecular structure, C26H52CsF8MgN2NaO15P3S in a non-equilibrium geometry (ωB97M-V/def2-TZVPD).

Properties
- charge = +1
- electronic energy (Eh) = -4863.42827
- HOMO (eV) = -8.3
- LUMO level (Eh) = -0.1605

```
110
C26H52CsF8MgN2NaO15P3S (ωB97M-V/def2-TZVPD)
O 2.811 2.509 0.480
S 3.102 1.253 -0.109
O 3.601 0.282 0.803
N 1.677 0.487 -0.812
C 0.770 0.039 0.326
C -0.730 0.317 0.137
O -1.110 0.672 -1.200
C -0.335 1.782 -1.552
P -1.126 2.568 -3.045
O -0.362 4.010 -3.314
O -2.685 2.987 -2.450
C 1.044 1.282 -1.931
C 4.408 1.347 -1.424
F 4.520 0.089 -1.878
F 4.131 2.145 -2.471
C 5.804 1.770 -0.874
F 6.246 0.862 -0.011
F 6.616 1.750 -1.941
C 5.880 3.177 -0.199
F 7.081 3.676 -0.466
F 4.983 4.005 -0.696
F 5.770 3.081 1.101
H 2.047 -0.356 -1.260
H 1.071 0.462 1.279
H 0.917 -1.028 0.440
H -1.287 -0.564 0.415
H -1.042 1.075 0.846
H -0.243 2.467 -0.691
H -0.279 4.548 -2.513
H -2.657 3.312 -1.536
H 1.643 2.112 -2.284
H 0.901 0.597 -2.758
O 0.679 0.291 -6.443
P 1.600 0.944 -5.443
O 2.618 1.902 -6.241
O 2.557 -0.044 -4.686
O 0.834 1.820 -4.445
O -1.876 2.104 -6.931
H -1.195 1.398 -6.913
H -2.625 1.718 -7.393
Na -3.275 4.160 -4.430
C -3.060 -2.542 -6.258
C -3.114 -2.968 -7.724
C -3.283 -1.796 -8.687
C -4.581 -1.003 -8.519
C -5.866 -1.816 -8.659
C -6.038 -2.443 -10.040
H -3.985 -2.055 -5.945
H -2.911 -3.408 -5.612
H -2.233 -1.850 -6.086
H -3.917 -3.697 -7.868
H -2.184 -3.485 -7.972
H -3.214 -2.166 -9.713
H -2.438 -1.112 -8.559
H -4.591 -0.197 -9.262
H -4.581 -0.510 -7.542
H -6.717 -1.156 -8.467
H -5.907 -2.597 -7.895
H -6.047 -1.676 -10.817
H -6.981 -2.989 -10.100
H -5.237 -3.148 -10.266
O -0.230 1.080 4.809
P -0.716 1.620 6.082
O -2.354 1.716 6.085
C -3.119 0.528 6.031
C -3.172 -0.155 7.397
O -0.393 3.215 5.993
C 0.509 3.725 5.007
C -0.247 4.288 3.823
O -0.502 1.563 7.681
C 0.789 1.147 8.205
C 1.854 2.209 8.022
H -2.723 -0.154 5.265
H -4.131 0.808 5.733
H -2.192 -0.532 7.672
H -3.864 -0.999 7.393
H -3.479 0.555 8.174
H 1.213 2.957 4.687
H 1.087 4.513 5.493
H -0.931 3.546 3.410
H 0.445 4.603 3.040
H -0.843 5.150 4.128
H 1.092 0.209 7.734
H 0.632 0.949 9.263
H 2.139 2.309 6.974
H 2.748 1.944 8.586
H 1.492 3.179 8.359
C -2.349 -4.981 8.559
C -3.631 -4.191 8.533
O -3.866 -3.401 7.646
C -4.605 -4.431 9.659
H -1.742 -4.716 7.698
H -1.792 -4.758 9.470
H -2.568 -6.049 8.524
H -4.140 -4.186 10.615
H -4.915 -5.476 9.668
H -5.483 -3.804 9.522
N 7.324 -2.006 -1.243
C 6.646 -2.970 -0.547
C 7.505 -4.012 -0.330
C 8.753 -3.662 -0.916
C 8.610 -2.420 -1.469
H 6.938 -1.133 -1.542
H 5.616 -2.831 -0.267
H 7.268 -4.924 0.190
H 9.651 -4.256 -0.928
H 9.308 -1.797 -2.001
Cs -5.688 0.321 6.406
F -1.888 -0.077 2.310
Mg 4.344 1.397 -6.099
```

Mulliken population analysis, charges in e, atoms 1 to 4: number 1, O, carries -0.622; number 2, S, carries 1.077; number 3, O, carries -0.606; number 4, N, carries 0.383

Entry from OMol25: a molecular structure, C26H52N10O4P2RuS2Si in a non-equilibrium geometry (ωB97M-V/def2-TZVPD).

Properties
- charge = +1
- electronic energy (Eh) = -3733.95366
- HOMO (alpha / beta) (eV) = -10.1 / -10.0
- LUMO level (alpha / beta) (Eh) = -0.1389 / -0.1141
- 2S+1 = 2

```
98
C26H52N10O4P2RuS2Si (ωB97M-V/def2-TZVPD)
Ru 0.250 -1.134 0.216
C 1.204 -4.941 0.713
C 1.796 -4.264 -0.476
C 2.575 -4.956 -1.399
C 3.072 -4.267 -2.498
C 2.802 -2.925 -2.654
C 2.036 -2.267 -1.668
N 1.566 -2.972 -0.618
N 1.733 -0.964 -1.613
Si 1.851 0.167 -2.922
C 3.664 0.374 -3.522
C 0.743 -0.381 -4.384
C 1.349 1.884 -2.282
H 1.996 -5.283 1.376
H 0.624 -5.805 0.396
H 0.564 -4.233 1.238
H 2.791 -6.002 -1.245
H 3.672 -4.786 -3.231
H 3.167 -2.378 -3.505
H 3.967 -0.400 -4.218
H 4.371 0.376 -2.698
H 3.758 1.323 -4.040
H 0.863 -1.436 -4.615
H 0.978 0.178 -5.284
H -0.305 -0.215 -4.153
H 2.199 2.552 -2.188
H 0.876 1.807 -1.309
H 0.639 2.346 -2.957
C 2.793 2.517 1.193
N 1.499 3.102 0.917
C 1.490 4.505 0.571
P 0.138 2.369 1.530
O 0.310 0.917 1.684
O -0.964 2.823 0.443
P -1.887 1.770 -0.420
O -1.167 0.553 -0.810
N -3.211 1.439 0.540
C -2.937 0.589 1.685
C -4.169 2.492 0.807
N -2.314 2.724 -1.685
C -2.388 4.166 -1.679
C -2.732 2.053 -2.896
N -0.532 3.042 2.914
C -1.157 4.349 2.907
C 0.093 2.685 4.174
H 3.253 2.919 2.102
H 3.454 2.716 0.348
H 2.666 1.441 1.292
H 2.149 4.673 -0.280
H 1.821 5.139 1.397
H 0.485 4.791 0.275
H -2.164 -0.129 1.403
H -3.844 0.052 1.967
H -2.580 1.164 2.548
H -4.336 3.063 -0.101
H -3.842 3.170 1.599
H -5.112 2.036 1.102
H -2.015 4.546 -0.733
H -3.414 4.513 -1.824
H -1.775 4.570 -2.486
H -2.533 0.992 -2.768
H -2.166 2.422 -3.754
H -3.798 2.200 -3.087
H -1.447 4.599 1.892
H -0.490 5.127 3.290
H -2.051 4.324 3.535
H 0.589 1.724 4.053
H -0.668 2.595 4.953
H 0.825 3.435 4.496
N -2.722 -2.730 1.810
C -1.718 -2.569 2.660
N -0.537 -2.137 2.316
C 0.324 -2.065 3.377
C -0.214 -2.422 4.575
S -1.864 -2.890 4.389
C 1.698 -1.697 3.110
C 2.737 -1.688 3.988
S 4.210 -1.257 3.189
C 3.309 -1.122 1.686
N 2.044 -1.373 1.821
N 3.891 -0.732 0.543
H -2.433 -2.636 0.805
H -3.559 -3.192 2.114
H 0.255 -2.449 5.536
H 2.737 -1.916 5.034
H 4.892 -0.744 0.469
H 3.305 -0.690 -0.289
C -1.753 -3.848 -2.279
C -2.010 -2.438 -1.708
C -3.525 -2.144 -1.672
O -1.479 -2.350 -0.447
H -2.197 -3.943 -3.265
H -2.188 -4.590 -1.612
H -0.681 -4.023 -2.347
H -1.523 -1.695 -2.370
H -4.035 -2.916 -1.095
H -3.927 -2.142 -2.681
H -3.707 -1.174 -1.211
```

Mulliken population analysis, charges in e, atoms 1 to 4: number 1, Ru, carries 1.967; number 2, C, carries -0.991; number 3, C, carries 0.111; number 4, C, carries -0.990

Entry from OMol25: 19 unconnected molecules or ions with the total composition C26H53BCl36N2O8P in a non-equilibrium geometry (ωB97M-V/def2-TZVPD).

Properties
- charge = +1
- electronic energy (Eh) = -18666.66096
- HOMO (eV) = -12.1
- LUMO level (Eh) = -0.1128

```
127
C26H53BCl36N2O8P (ωB97M-V/def2-TZVPD)
N 3.918 -0.430 2.791
C 3.508 -0.227 1.663
O 2.779 -0.084 0.464
N 2.046 -1.183 0.095
C 2.208 -2.427 0.897
C 1.248 -3.553 0.186
C -0.334 -3.249 0.459
C -1.065 -2.525 -0.773
C -1.472 -3.549 -1.988
O -1.032 -3.018 -3.273
O 1.568 -3.866 -1.173
C 2.387 -2.913 -1.871
P 4.127 -3.642 -2.031
O 4.873 -3.234 -3.320
O 3.939 -5.358 -2.125
O 5.165 -3.355 -0.726
C 2.303 -1.381 -1.399
B 3.523 -0.418 -1.972
O 3.197 0.637 -2.931
O 4.904 -0.511 -1.595
H 1.036 -0.899 0.204
H 3.251 -2.891 0.915
H 1.778 -2.365 1.975
H 1.455 -4.514 0.808
H -0.863 -4.247 0.686
H -0.458 -2.575 1.396
H -0.534 -1.594 -1.179
H -2.088 -2.150 -0.361
H -2.633 -3.594 -2.043
H -1.125 -4.621 -1.781
H -1.137 -2.040 -3.175
H 1.979 -2.905 -2.964
H 3.303 -5.579 -2.845
H 5.957 -2.846 -1.043
H 1.351 -0.952 -1.916
H 2.283 0.947 -2.700
H 5.218 0.415 -1.477
C 6.579 -2.671 4.610
Cl 8.149 -3.399 4.963
Cl 5.256 -3.766 5.032
H 6.477 -1.752 5.188
H 6.525 -2.445 3.547
C -2.927 0.335 -4.161
Cl -2.124 -0.249 -5.623
Cl -1.853 0.227 -2.757
H -3.215 1.375 -4.307
H -3.812 -0.270 -3.977
C -1.141 2.352 0.286
Cl -0.086 2.699 -1.092
Cl -0.728 0.798 1.031
H -1.024 3.142 1.026
H -2.180 2.318 -0.053
C 2.773 -1.422 6.219
Cl 2.417 0.288 6.489
Cl 1.432 -2.232 5.401
H 3.666 -1.504 5.601
H 2.945 -1.904 7.181
C -6.296 3.086 -4.860
Cl -5.516 2.473 -6.319
Cl -5.204 2.973 -3.475
H -6.573 4.129 -5.011
H -7.188 2.493 -4.659
C -5.671 3.382 0.380
Cl -5.556 4.070 2.002
Cl -4.082 2.883 -0.212
H -6.327 2.512 0.409
H -6.082 4.131 -0.296
C 10.383 -0.778 6.293
Cl 12.000 -0.067 6.322
Cl 9.140 0.470 6.128
H 10.312 -1.462 5.449
H 10.218 -1.321 7.223
C -2.760 6.654 -0.063
Cl -4.189 6.068 -0.925
Cl -1.603 5.347 0.218
H -2.279 7.430 -0.658
H -3.071 7.065 0.897
C 0.934 8.519 1.729
Cl 1.357 6.812 1.914
Cl -0.403 8.729 0.590
H 0.638 8.917 2.699
H 1.803 9.060 1.358
C -7.138 -0.755 -3.951
Cl -6.321 -1.349 -5.403
Cl -6.093 -0.870 -2.529
H -7.416 0.287 -4.103
H -8.033 -1.353 -3.780
C -3.722 0.900 -9.476
Cl -5.489 0.938 -9.566
Cl -3.086 2.332 -8.656
H -3.413 0.012 -8.927
H -3.319 0.866 -10.488
C -5.108 1.660 5.245
Cl -4.344 1.071 3.764
Cl -4.006 1.542 6.622
H -5.391 2.703 5.107
H -5.994 1.060 5.449
C -4.677 -3.831 -7.659
Cl -4.618 -2.139 -8.167
Cl -3.499 -4.155 -6.380
H -5.675 -4.054 -7.285
H -4.453 -4.466 -8.515
C -3.695 -3.836 2.225
Cl -3.812 -2.824 0.780
Cl -2.488 -3.195 3.342
H -4.662 -3.863 2.722
H -3.404 -4.843 1.928
C 8.478 3.562 3.747
Cl 10.095 4.274 3.776
Cl 7.234 4.808 3.582
H 8.407 2.877 2.903
H 8.313 3.018 4.677
C -4.547 10.325 -1.159
Cl -3.002 9.534 -0.816
Cl -5.909 9.281 -0.737
H -4.611 11.243 -0.576
H -4.597 10.559 -2.222
C 8.376 -4.644 1.141
Cl 8.923 -5.683 2.461
Cl 8.052 -2.999 1.708
H 9.151 -4.607 0.376
H 7.462 -5.059 0.719
C -3.969 -5.329 6.191
Cl -2.357 -6.018 5.973
Cl -4.933 -5.477 4.715
H -4.475 -5.859 6.997
H -3.873 -4.275 6.446
```

Mulliken population analysis, charges in e, atoms 1 to 4: number 1, N, carries -0.438; number 2, C, carries 0.523; number 3, O, carries -0.351; number 4, N, carries 1.276